Record 1
61
Properties=species:S:1:pos:R:3 method="wB97M-V/def2-TZVPD" homo_lumo_gap_ev=7.33 homo_energy_ev=-7.7 energy_ev=-57234.7503
Y -0.98191 -0.96917 -0.36158
O -2.18797 -0.09018 -1.96744
S -3.17555 0.24831 -0.95046
O -4.50352 0.53586 -1.49482
O -3.18078 -0.59370 0.24515
C -2.65324 1.89055 -0.29471
C -3.72218 2.69578 0.15998
C -3.50536 3.99042 0.62277
C -2.21780 4.50291 0.62808
C -1.15159 3.71363 0.18416
C -1.32763 2.38518 -0.28099
P 0.15925 1.44242 -0.75501
C 0.57607 1.95390 -2.44440
C 1.57260 1.22668 -3.12453
C 1.92382 1.52680 -4.44356
C 1.27461 2.55655 -5.11568
C 0.27405 3.27787 -4.46932
C -0.07415 2.97578 -3.14738
C 1.49255 2.05996 0.31389
C 2.63324 2.72820 -0.15337
C 3.64809 3.12631 0.72424
C 3.53825 2.86581 2.08736
C 2.41363 2.20756 2.57437
C 1.40415 1.80577 1.69503
H -4.73513 2.29628 0.14434
H -4.34246 4.58991 0.96626
H -2.03279 5.51381 0.97868
H -0.16022 4.16259 0.20445
H 2.06862 0.39318 -2.62960
H 2.68379 0.93637 -4.94647
H 1.52613 2.77777 -6.14829
H -0.26254 4.06002 -4.99860
H -0.88915 3.53281 -2.69410
H 2.75821 2.94745 -1.21011
H 4.52645 3.63350 0.33517
H 4.32885 3.16958 2.76700
H 2.31820 1.99455 3.63529
H 0.53872 1.27870 2.09755
C -2.19789 -4.38712 0.51360
N -0.98317 -5.12206 0.17631
C -0.76089 -6.22789 1.09993
C 0.19083 -4.25149 0.00961
C 0.64048 -3.46128 1.21673
C 1.52903 -4.00106 2.15715
C 1.93114 -3.24989 3.26368
C 1.45406 -1.95141 3.43764
C 0.57687 -1.40324 2.50427
C 0.17599 -2.15432 1.40135
H -3.06920 -5.04933 0.45528
H -2.37600 -3.57707 -0.20239
H -2.16871 -3.96179 1.52262
H -1.59513 -6.93695 1.04910
H -0.66565 -5.89932 2.14031
H 0.13922 -6.78961 0.82686
H -0.00446 -3.55261 -0.81554
H 1.03574 -4.85461 -0.34994
H 1.91189 -5.01122 2.03168
H 2.61768 -3.67801 3.98961
H 1.76737 -1.36715 4.29876
H 0.20161 -0.39195 2.62893
H -0.90615 -2.07036 -2.08887

***

Record 2
63
Properties=species:S:1:pos:R:3 method="wB97M-V/def2-TZVPD" homo_lumo_gap_ev=7.96 homo_energy_ev=-9.3 energy_ev=-72776.7527
C 1.36618 4.47812 -0.17597
C 1.37302 3.94998 -1.25917
C 1.24605 3.29130 -2.56692
C 0.13636 2.22410 -2.45112
C 0.72066 0.81036 -2.14833
N -0.20809 0.09072 -1.25116
C -1.06106 -0.87964 -1.81161
Cl -0.53064 -2.49004 -2.32864
C -2.33764 -0.59626 -2.01370
C -3.34683 -1.54802 -2.61929
Cl -2.95591 0.94923 -1.56090
C 0.21187 -0.07938 0.06012
N -0.57653 0.50288 1.01167
C -1.79279 -0.22341 1.44343
C -2.28964 0.48795 2.71820
C -1.67528 -1.73996 1.60891
C -3.12312 -2.29537 1.83466
N 1.30434 -0.72273 0.39566
C 1.76235 -0.80327 1.79329
C 2.39416 0.51810 2.29433
N 2.13015 -1.30334 -0.58031
C 2.10121 -2.73994 -0.64909
C 1.31392 -3.64443 0.27543
O 2.73222 -3.23593 -1.53635
C 3.50574 -0.79108 -0.55052
C 4.64719 -1.61192 0.04662
O 3.75184 0.29638 -0.96629
H 1.20472 4.80271 0.82066
H 2.20654 2.85718 -2.85934
H 0.97832 4.04938 -3.30263
H -0.47912 2.48046 -1.58931
H -0.54249 2.21066 -3.30472
H 1.71370 0.98716 -1.73612
H 0.78026 0.27118 -3.09579
H -4.28917 -1.03023 -2.76262
H -3.47367 -2.35745 -1.89352
H -2.92604 -1.96588 -3.53229
H -0.04327 0.92396 1.76112
H -2.58188 -0.05302 0.70854
H -1.46103 0.80720 3.35610
H -3.00548 -0.11443 3.27450
H -2.82400 1.38285 2.39104
H -1.29803 -2.26428 0.72835
H -1.12268 -2.04005 2.50522
H -3.32329 -3.15117 1.18500
H -3.87068 -1.53584 1.60343
H -3.24170 -2.67045 2.85048
H 0.93804 -1.04184 2.46511
H 2.49383 -1.59682 1.91988
H 2.51490 0.48108 3.37569
H 1.86372 1.41215 1.96458
H 3.40091 0.59204 1.87291
H 0.85972 -3.16442 1.14185
H 0.56258 -4.22419 -0.25363
H 2.03165 -4.37279 0.66370
H 4.31684 -2.30719 0.82147
H 5.47322 -0.97354 0.33892
H 5.01250 -2.24343 -0.77084
F -3.37146 5.80622 0.66357
Al -2.62958 4.39170 0.07635
F -3.82207 3.22582 -0.32440
F -1.59933 3.72110 1.28464
F -1.71535 4.73756 -1.32786

***

Record 3
46
Properties=species:S:1:pos:R:3 method="wB97M-V/def2-TZVPD" homo_lumo_gap_ev=8.55 homo_energy_ev=-8.1 smiles=CCN(CC)CC.ClCCCl.ClCCCl.ClCCCl e_above_lowest_kj_mol=675.1 energy_ev=-89499.3901
C 19.51200 25.19900 6.80100
C 19.42200 26.69500 7.02100
N 20.53700 27.30400 7.87400
C 20.64500 28.71100 7.84300
C 19.48100 29.41200 7.98200
C 20.48100 26.84400 9.22200
C 21.63700 27.23800 10.05300
H 18.75000 24.97100 6.14300
H 19.48800 24.72500 7.68500
H 20.45600 24.95100 6.51700
H 18.60400 27.00600 7.52300
H 19.51100 26.99100 6.08100
H 20.72000 28.84100 6.73300
H 21.66000 28.94500 8.18200
H 18.34000 28.97200 7.96700
H 19.58500 30.27400 7.47000
H 19.31700 29.63100 8.93100
H 20.63900 25.76300 9.26700
H 19.68800 27.23900 9.69800
H 21.79900 26.75100 10.94500
H 21.62600 28.40700 10.30900
H 22.64300 26.98600 9.40600
Cl 15.91600 31.87900 10.09200
C 15.85600 30.01700 9.90100
C 16.07900 29.44900 11.28100
Cl 17.74900 29.63700 11.77200
H 16.52800 29.53100 9.24400
H 14.79100 30.01300 9.88800
H 15.91900 28.38300 11.09700
H 15.29100 30.02600 11.83500
Cl 13.25600 28.89000 6.66900
C 14.63900 28.28700 5.68600
C 15.23000 27.10300 6.25700
Cl 15.82500 27.40000 7.89500
H 15.31000 29.24400 5.73000
H 14.25900 28.43300 4.51100
H 15.99300 26.71400 5.77900
H 14.53300 26.28300 6.36500
Cl 15.97500 26.03800 13.01700
C 17.32900 26.04400 14.30300
C 18.37000 27.09400 13.81600
Cl 19.83200 27.02200 14.88500
H 17.87400 24.99700 14.40300
H 17.06300 26.21400 15.18400
H 17.82000 28.02000 14.11200
H 18.58400 27.28600 12.89200

***

Record 4
11
Properties=species:S:1:pos:R:3 method="wB97M-V/def2-TZVPD" homo_lumo_gap_ev=10.53 homo_energy_ev=-10.1 e_above_lowest_kj_mol=588.1 energy_ev=-8771.5993
C -0.78077 -0.21750 -0.16124
C -1.61564 0.52834 0.53695
C 0.76852 -0.17193 -0.06361
N -3.43293 -0.02169 0.01330
O -3.46862 -0.94212 -0.70402
O -4.31046 0.56885 0.50169
H -1.06581 -0.92774 -0.92370
H -1.44360 1.32509 1.15393
H 0.94230 -0.09665 0.97140
H 1.14786 -1.06063 -0.76040
H 1.12909 0.75187 -0.53602

***

Record 5
23
Properties=species:S:1:pos:R:3 method="wB97M-V/def2-TZVPD" homo_lumo_gap_ev=9.98 homo_energy_ev=-9.5 e_above_lowest_kj_mol=298.8 energy_ev=-12589.0011
C -1.32745 -0.02696 -0.14950
C -0.31515 0.97088 0.47016
C 3.07974 -0.35081 0.52338
C -1.03945 -1.44282 0.33256
C -2.75600 0.39475 0.20568
C 2.87023 -0.73499 -0.77899
O 0.99766 0.62217 0.23581
O -1.13551 -0.02833 -1.56288
O -0.60955 2.25153 -0.09365
H -1.19286 0.89395 -1.84727
H 0.20213 2.76789 -0.03434
H -0.46280 1.01098 1.56068
H 3.55523 0.58571 0.77286
H 2.74134 -0.95132 1.35447
H -2.94875 1.41081 -0.13566
H -0.03013 -1.73523 0.05025
H -1.14539 -1.51066 1.41523
H -1.74314 -2.13306 -0.13068
H -3.46545 -0.28393 -0.26685
H -2.91237 0.36619 1.28495
H 3.46083 -0.26884 -1.55791
H 2.67695 -1.78182 -0.98157
H 1.49987 -0.02608 -0.66672

***

Record 6
104
Properties=species:S:1:pos:R:3 method="wB97M-V/def2-TZVPD" homo_lumo_gap_ev=8.32 homo_energy_ev=-7.7 e_above_lowest_kj_mol=1054.3 energy_ev=-49710.9100
C 4.82664 -7.02343 -11.90560
C 3.81746 -7.64785 -10.89947
N 3.19820 -6.64588 -10.10206
C 2.78958 -5.44095 -10.77247
C 2.29659 -4.30792 -9.83392
C 2.26064 -7.13458 -9.00944
C 1.01822 -7.95390 -9.33637
H 4.18063 -6.54263 -12.64017
H 5.50324 -7.74350 -12.36585
H 5.52950 -6.35911 -11.40284
H 3.17202 -8.31121 -11.47520
H 4.34782 -8.41826 -10.33975
H 3.59332 -5.05306 -11.39828
H 1.93642 -5.73940 -11.38169
H 3.10453 -4.09631 -9.13352
H 1.98817 -3.47886 -10.47083
H 1.41760 -4.51105 -9.22218
H 1.97271 -6.32858 -8.33448
H 3.07716 -7.60312 -8.46002
H 0.59164 -7.58090 -10.26749
H 0.25448 -7.86542 -8.56373
H 1.14602 -9.03265 -9.42624
C 11.72344 -9.54257 -5.11013
C 10.70061 -10.60493 -5.32726
N 9.45912 -10.03154 -5.96784
C 9.68167 -9.61689 -7.36465
C 10.30464 -10.69816 -8.23422
C 8.72555 -8.97585 -5.20075
C 8.26736 -9.66690 -3.94826
H 11.44833 -8.85364 -4.31152
H 11.93370 -8.85846 -5.93225
H 12.66619 -9.89632 -4.69278
H 11.18501 -11.36586 -5.93919
H 10.50359 -11.06239 -4.35772
H 8.70776 -9.36313 -7.78323
H 10.31430 -8.73202 -7.43447
H 11.39219 -10.70058 -8.16113
H 9.98891 -11.73469 -8.11583
H 10.14253 -10.70854 -9.31205
H 7.84295 -8.64885 -5.75047
H 9.48661 -8.20905 -5.05616
H 7.69895 -8.93020 -3.38056
H 9.06547 -9.77959 -3.21448
H 7.63043 -10.49136 -4.26869
C 7.34753 -6.03132 -12.66224
C 7.47891 -6.95031 -11.49237
O 6.49024 -7.28555 -10.91373
N 8.74624 -7.47412 -11.25473
C 8.82372 -8.62023 -10.30323
H 6.28933 -5.91319 -12.89540
H 7.97051 -6.37098 -13.48967
H 7.67691 -5.01825 -12.43139
H 9.54880 -7.45409 -11.86759
H 8.08914 -9.36008 -10.62119
H 8.49898 -8.38929 -9.28868
H 9.80464 -9.03820 -10.07697
C 9.44791 -13.03497 -5.35801
C 8.45246 -13.62033 -4.40007
O 8.78734 -14.24997 -3.41753
N 7.17693 -13.53878 -4.76560
C 6.06988 -14.19320 -3.98512
H 9.46849 -11.96011 -5.17813
H 9.14278 -13.22924 -6.38623
H 10.39459 -13.47234 -5.04082
H 6.93312 -13.26865 -5.70777
H 5.52749 -13.37790 -3.50636
H 6.32543 -14.76082 -3.09036
H 5.42180 -14.80361 -4.61400
C 4.39804 -8.97010 -3.98253
C 4.83528 -8.14702 -5.18815
O 5.90534 -8.30554 -5.71367
N 3.93210 -7.24665 -5.59429
C 4.25313 -6.39759 -6.71301
H 5.05924 -8.71802 -3.15345
H 4.65608 -10.02195 -4.10557
H 3.34018 -8.82788 -3.76161
H 3.02922 -7.21898 -5.14248
H 3.42171 -5.80963 -7.10176
H 4.67144 -6.93611 -7.56338
H 4.99833 -5.73400 -6.27435
C 2.70650 -9.89393 -7.84137
C 2.92849 -10.50002 -6.44725
O 2.33235 -10.03801 -5.55378
N 3.91692 -11.40328 -6.21812
C 4.26074 -11.87752 -4.88953
H 3.08714 -10.53748 -8.63449
H 3.20231 -8.92739 -7.93123
H 1.64946 -9.72630 -8.04793
H 4.25181 -11.82704 -7.07156
H 5.33411 -11.75047 -4.74865
H 4.08516 -12.94456 -4.75276
H 3.58202 -11.46471 -4.14319
C 6.73287 -10.70654 -6.28277
C 6.41316 -10.19985 -7.71210
O 6.76115 -10.70113 -8.75301
N 5.77874 -9.02358 -7.72220
C 5.48948 -8.22604 -8.83461
H 6.39768 -11.72314 -6.07713
H 6.37525 -10.05325 -5.48690
H 7.80257 -10.86746 -6.14878
H 5.68493 -8.48776 -6.87120
H 4.40216 -8.18854 -8.90108
H 5.96611 -8.57098 -9.75218
H 5.94391 -7.27332 -8.56273